Entry 1:
{"formula": "C26H27AsBrCuF6N2OP", "method": "ωB97M-V/def2-TZVPD", "e_homo_ev": [-8.442, -8.498], "spin_multiplicity": 2, "energy_ev": -233548.7489, "relative_energy_kcal_mol": 5.9, "homo_lumo_gap_ev": [8.6, 8.3], "species": ["Cu", "N", "C", "C", "N", "H", "H", "H", "H", "H", "H", "H", "H", "F", "P", "F", "F", "F", "F", "F", "Br", "C", "C", "C", "C", "C", "C", "H", "H", "H", "H", "O", "As", "C", "C", "C", "C", "C", "C", "C", "C", "C", "C", "C", "C", "C", "C", "C", "C", "C", "C", "H", "H", "H", "H", "H", "H", "H", "H", "H", "H", "H", "H", "H", "H", "H"], "positions_angstrom": [[-1.39450, -1.44807, 0.23243], [-2.04769, -1.07809, 2.20737], [-3.24669, -1.87380, 2.53911], [-3.27526, -3.12407, 1.67734], [-3.03665, -2.72676, 0.27746], [-1.26848, -1.28709, 2.81224], [-2.27105, -0.09338, 2.28814], [-4.11871, -1.25979, 2.32988], [-3.27881, -2.14745, 3.59369], [-4.22449, -3.64634, 1.80744], [-2.47419, -3.80476, 1.97215], [-3.79546, -2.12587, -0.06139], [-2.98401, -3.53036, -0.33707], [-4.25429, -0.14898, 0.08959], [-4.63148, 1.41159, 0.48377], [-4.94143, 2.92182, 0.89551], [-5.77103, 1.42500, -0.62668], [-5.65677, 0.85294, 1.59199], [-3.52581, 1.90808, -0.58628], [-3.43084, 1.37728, 1.62477], [-0.04156, -1.44159, -6.27291], [-0.50731, -1.42963, -4.43094], [-0.83820, -2.61584, -3.80070], [-1.15024, -2.59099, -2.44509], [-1.13613, -1.41470, -1.69312], [-0.81423, -0.24164, -2.37962], [-0.50211, -0.23434, -3.73408], [-0.84423, -3.54606, -4.35662], [-1.37676, -3.54676, -1.97406], [-0.80637, 0.71508, -1.86795], [-0.25773, 0.69221, -4.24156], [0.49303, -1.13572, 0.81465], [1.51179, 0.14007, 0.49279], [2.35486, -0.10062, -1.20516], [2.45282, 0.94538, -2.11379], [2.97579, 0.70699, -3.37694], [3.38732, -0.57089, -3.72727], [3.28268, -1.61580, -2.81721], [2.76310, -1.38427, -1.55348], [2.84378, 0.18143, 1.86862], [4.18438, -0.04334, 1.58681], [5.11870, -0.00471, 2.61475], [4.71030, 0.26060, 3.91328], [3.36745, 0.48931, 4.19249], [2.43306, 0.45237, 3.17068], [0.67573, 1.86007, 0.54769], [1.50583, 2.97281, 0.68559], [0.94691, 4.23878, 0.74245], [-0.43476, 4.39014, 0.67604], [-1.25940, 3.28250, 0.54706], [-0.70174, 2.01149, 0.47853], [2.09931, 1.93571, -1.85359], [3.04082, 1.51554, -4.09447], [3.77968, -0.75783, -4.71961], [3.58755, -2.61536, -3.10005], [2.64010, -2.20338, -0.85721], [4.50451, -0.24677, 0.57235], [6.16509, -0.18136, 2.39790], [5.44022, 0.29330, 4.71350], [3.05091, 0.70086, 5.20620], [1.38924, 0.64139, 3.38740], [2.58059, 2.85611, 0.76175], [1.58673, 5.10606, 0.84574], [-0.87115, 5.37964, 0.72928], [-2.33578, 3.38642, 0.49456], [-1.36694, 1.16540, 0.36383]], "atomic_forces_ev_per_a": [[-0.2309, -0.0210, 0.1011], [-0.0992, -0.1859, -0.1713], [0.0775, 0.0148, -0.0392], [0.0141, 0.0292, -0.0765], [-0.3057, 0.1089, -0.0449], [0.1727, -0.0391, 0.1420], [-0.0149, 0.1971, -0.0176], [-0.0620, 0.0623, -0.0569], [0.0135, -0.0007, 0.0469], [-0.0419, -0.0101, -0.0031], [0.0207, -0.0214, -0.0060], [0.2100, -0.1409, 0.0915], [0.0351, 0.0437, -0.0019], [0.1106, 0.0761, 0.0986], [-0.0725, -0.1193, 0.0821], [-0.0268, 0.2114, 0.0592], [-0.0289, -0.0637, -0.0928], [0.0383, -0.0465, 0.0134], [-0.0881, -0.1287, -0.1868], [-0.0129, -0.2127, 0.0313], [0.0134, 0.0018, 0.0098], [-0.0105, -0.0013, 0.0533], [0.0153, -0.0235, -0.0352], [0.0689, -0.0905, 0.0539], [0.1489, -0.0346, -0.1903], [-0.0423, 0.0124, -0.0195], [-0.0122, 0.0149, -0.0407], [0.0010, 0.0497, 0.0311], [0.0044, 0.0837, -0.0303], [-0.0225, 0.0028, 0.0212], [-0.0150, -0.0656, 0.0393], [-0.2475, 0.0184, 0.2310], [0.0720, 0.1355, -0.1037], [-0.0404, -0.0041, -0.0383], [0.0737, 0.0265, 0.0066], [0.0069, 0.0004, 0.0060], [0.0196, -0.0090, -0.0182], [-0.0116, 0.0090, -0.0308], [-0.0455, 0.0127, -0.0648], [0.0663, 0.0278, -0.0712], [0.0271, -0.0084, 0.0133], [0.0146, -0.0051, 0.0094], [0.0127, -0.0031, 0.0111], [0.0145, -0.0040, 0.0038], [0.0439, -0.0136, 0.0265], [0.0761, 0.0007, 0.0654], [-0.0365, 0.0527, 0.0251], [-0.0299, 0.0035, -0.0107], [0.0389, -0.0395, 0.0000], [-0.0212, 0.1136, 0.0365], [0.0235, 0.0231, -0.0381], [-0.0001, 0.0006, 0.0127], [0.0022, -0.0256, 0.0229], [-0.0288, 0.0042, 0.0370], [-0.0052, 0.0243, 0.0051], [-0.0094, -0.0304, 0.0456], [-0.0097, 0.0022, -0.0192], [-0.0391, 0.0111, 0.0104], [-0.0338, -0.0036, -0.0391], [0.0108, -0.0040, -0.0298], [-0.0474, 0.0120, -0.0076], [0.0295, -0.0229, 0.0019], [-0.0082, -0.0158, 0.0033], [0.0076, -0.0168, -0.0037], [0.1792, 0.0470, 0.0328], [0.0370, -0.0227, 0.0067]], "nbo_charge": [1.250, -0.901, -0.244, -0.231, -0.876, 0.389, 0.429, 0.240, 0.197, 0.200, 0.190, 0.427, 0.392, -0.624, 2.610, -0.581, -0.574, -0.586, -0.593, -0.622, 0.032, -0.119, -0.240, -0.277, -0.325, -0.296, -0.181, 0.221, 0.187, 0.206, 0.214, -1.199, 1.988, -0.332, -0.213, -0.208, -0.183, -0.193, -0.222, -0.315, -0.225, -0.206, -0.192, -0.194, -0.221, -0.447, -0.213, -0.212, -0.187, -0.194, -0.126, 0.228, 0.223, 0.224, 0.221, 0.231, 0.228, 0.222, 0.221, 0.221, 0.223, 0.219, 0.219, 0.222, 0.262, 0.215]}

Entry 2:
{"formula": "C26H27CuN4O2PS2", "method": "ωB97M-V/def2-TZVPD", "e_homo_ev": [0.162, -1.245], "spin_multiplicity": 2, "energy_ev": -113057.8088, "charge": -2, "homo_lumo_gap_ev": [4.6, 6.0], "species": ["Cu", "C", "C", "C", "C", "N", "C", "C", "C", "C", "C", "C", "C", "H", "H", "H", "H", "H", "H", "H", "H", "C", "C", "O", "P", "S", "S", "O", "C", "C", "H", "H", "H", "H", "H", "H", "H", "H", "H", "H", "C", "C", "N", "C", "C", "C", "C", "C", "C", "C", "C", "N", "C", "N", "H", "H", "H", "H", "H", "H", "H", "H", "H"], "positions_angstrom": [[0.60473, -0.54670, -0.10402], [0.49525, 3.74450, 1.31386], [1.85011, 4.02701, 1.23966], [2.69914, 3.14424, 0.59865], [2.18411, 1.97090, 0.03735], [0.87297, 1.71336, 0.11058], [0.05886, 2.56762, 0.72433], [3.03201, 0.92360, -0.61934], [4.32590, 1.25063, -1.03925], [5.14610, 0.28339, -1.59938], [4.65144, -1.01443, -1.73191], [3.35607, -1.31480, -1.32912], [2.47956, -0.36734, -0.76311], [-0.20223, 4.39663, 1.82187], [2.24761, 4.92791, 1.69431], [3.76219, 3.33946, 0.56124], [-0.99172, 2.29095, 0.74446], [4.69951, 2.26684, -0.95080], [6.14793, 0.53497, -1.93048], [5.28453, -1.78862, -2.15858], [2.99409, -2.33177, -1.46586], [-3.81607, -2.56527, -4.87756], [-3.01911, -1.78748, -3.85182], [-2.18502, -2.70797, -3.16052], [-0.89334, -2.10739, -2.33562], [0.00060, -3.68513, -1.58948], [-1.49086, -0.55021, -1.28349], [-0.03749, -1.46797, -3.56320], [0.51235, -2.30216, -4.57484], [1.95046, -1.89145, -4.80557], [-4.48431, -1.89792, -5.42924], [-4.41784, -3.33392, -4.38901], [-3.14862, -3.05718, -5.58782], [-3.67802, -1.28696, -3.13759], [-2.41466, -1.01183, -4.33109], [-0.08566, -2.16453, -5.48351], [0.45242, -3.35198, -4.28102], [2.01305, -0.86349, -5.16706], [2.42105, -2.55241, -5.54100], [2.50493, -1.94822, -3.86873], [0.31667, -2.94034, 3.40527], [0.40300, -2.49764, 2.09814], [0.00836, -1.26282, 1.75123], [-0.49449, -0.46269, 2.68537], [-0.63091, -0.80744, 4.04822], [-0.18855, -2.09387, 4.37921], [-1.05978, 0.10740, 5.08253], [-1.71975, 1.33478, 5.05083], [-2.48267, 1.99804, 4.07208], [-2.99361, 3.31121, 4.32298], [-3.78354, 3.90390, 3.38799], [-4.11601, 3.32408, 2.20398], [-3.57710, 2.10881, 2.04625], [-2.80744, 1.41644, 2.86859], [0.65361, -3.93954, 3.65473], [0.76983, -3.11890, 1.29088], [-0.78588, 0.52519, 2.36058], [-0.23671, -2.41500, 5.41544], [-0.73417, -0.19803, 6.07495], [-1.69568, 1.87437, 5.99621], [-2.74694, 3.82610, 5.24522], [-4.18453, 4.89960, 3.56470], [-3.79576, 1.62143, 1.09836]], "atomic_forces_ev_per_a": [[0.1868, -0.0527, -0.2500], [-0.0445, -0.0608, -0.0398], [0.0478, 0.0656, 0.0240], [0.0413, -0.0374, -0.0279], [0.1250, -0.1483, -0.1199], [-0.1116, 0.0897, 0.2014], [0.0333, 0.0236, -0.0692], [-0.0953, 0.2701, 0.1333], [0.0335, -0.0475, -0.0514], [-0.1057, -0.0407, 0.0268], [-0.0028, 0.0586, 0.0126], [-0.0315, 0.0531, -0.0174], [0.0236, -0.0806, 0.0982], [-0.0236, -0.0119, 0.0014], [0.0062, 0.0010, 0.0055], [-0.0077, 0.0166, 0.0186], [0.0384, 0.0055, 0.0272], [0.0021, -0.0131, -0.0021], [0.0058, -0.0020, -0.0036], [-0.0093, -0.0046, -0.0098], [0.0156, 0.0012, 0.0137], [-0.0451, -0.0126, -0.0435], [-0.0280, -0.0254, 0.0459], [0.0426, 0.0476, -0.0638], [-0.1550, -0.0621, -0.1955], [-0.0082, 0.0092, 0.0653], [-0.0721, -0.1558, 0.0427], [0.0094, 0.0311, -0.0620], [0.0325, 0.0775, -0.0006], [0.0827, -0.0536, -0.0383], [0.0141, -0.0129, 0.0158], [0.0142, 0.0104, -0.0027], [-0.0050, 0.0068, 0.0059], [0.0065, 0.0057, 0.0173], [0.0242, -0.0088, -0.0187], [-0.0194, -0.0295, -0.0296], [0.0078, -0.0070, 0.0689], [-0.0268, 0.0017, 0.0164], [-0.0081, 0.0317, 0.0053], [-0.0194, -0.0196, -0.0211], [-0.0341, 0.0188, 0.0820], [-0.1590, -0.0045, -0.1111], [0.0668, 0.0545, 0.3655], [0.1066, 0.1150, -0.1362], [-0.0710, 0.2843, 0.0571], [0.1012, -0.1645, 0.0345], [0.0315, -0.1193, -0.1311], [0.0363, -0.0292, -0.0107], [0.0403, -0.0047, 0.0134], [0.0142, -0.0050, 0.0185], [-0.0139, 0.0161, -0.0157], [0.0777, -0.0890, 0.0175], [0.0848, 0.0136, 0.1386], [-0.2032, 0.1951, -0.1260], [-0.0098, -0.0003, 0.0120], [0.0442, 0.0096, 0.0243], [-0.0072, -0.0903, 0.0040], [-0.0143, -0.0315, -0.0074], [-0.0184, -0.0256, 0.0072], [0.0057, -0.0138, 0.0157], [-0.0164, -0.0133, 0.0090], [-0.0116, 0.0052, -0.0270], [-0.0246, -0.0412, -0.0130]], "nbo_charge": [0.784, -0.289, -0.182, -0.264, 0.198, -0.471, 0.064, -0.067, -0.234, -0.290, -0.230, -0.265, -0.421, 0.217, 0.193, 0.200, 0.211, 0.177, 0.181, 0.180, 0.202, -0.616, -0.068, -0.842, 1.618, -0.719, -0.691, -0.845, -0.065, -0.625, 0.191, 0.203, 0.199, 0.185, 0.179, 0.148, 0.200, 0.200, 0.182, 0.241, -0.274, -0.003, -0.499, 0.065, -0.101, -0.189, -0.287, -0.289, 0.114, -0.319, -0.002, -0.581, 0.254, -0.535, 0.195, 0.217, 0.220, 0.185, 0.171, 0.174, 0.189, 0.160, 0.165]}

Entry 3:
{"formula": "C26H27F3N2O4S3", "method": "ωB97M-V/def2-TZVPD", "e_homo_ev": -8.297, "energy_ev": -79222.4194, "relative_energy_kcal_mol": 83.6, "homo_lumo_gap_ev": 6.2, "species": ["C", "C", "C", "C", "C", "C", "N", "C", "C", "C", "C", "C", "C", "C", "H", "H", "H", "H", "H", "H", "H", "H", "H", "H", "H", "H", "H", "H", "H", "H", "H", "F", "C", "F", "F", "S", "N", "S", "C", "C", "C", "C", "C", "C", "O", "O", "S", "C", "C", "C", "C", "C", "C", "O", "O", "H", "H", "H", "H", "H", "H", "H", "H", "H", "H"], "positions_angstrom": [[0.08771, 4.83449, 2.79780], [-0.70477, 4.08427, 3.67969], [-0.64860, 2.69209, 3.65497], [0.27910, 2.07482, 2.79486], [0.67894, 0.64914, 3.01869], [1.91175, 0.27360, 2.32979], [2.83414, -0.43784, 2.92381], [4.08316, -0.75948, 2.19530], [4.66581, -2.10927, 2.60453], [4.54765, -2.37800, 4.10450], [3.12028, -2.24776, 4.59516], [2.56403, -0.88395, 4.28910], [0.84590, 2.79970, 1.74851], [0.85801, 4.18765, 1.82521], [0.13863, 5.91724, 2.88526], [-1.35813, 4.59878, 4.39491], [-1.34310, 2.06663, 4.24265], [0.84024, 0.61793, 4.09822], [1.92400, 0.35188, 1.23811], [3.88648, -0.73278, 1.11168], [4.83873, 0.02540, 2.39231], [4.13902, -2.88451, 2.03184], [5.72271, -2.10663, 2.30877], [4.90548, -3.38441, 4.32932], [5.16722, -1.65121, 4.64218], [2.45147, -2.98561, 4.13336], [3.06532, -2.35644, 5.68306], [2.91741, -0.10583, 4.98747], [1.47572, -0.99361, 4.40447], [1.24892, 2.24592, 0.88351], [1.47254, 4.72330, 1.11159], [-1.57448, -2.94011, 1.77986], [-1.36525, -2.25975, 2.94959], [-2.61030, -2.05196, 3.48489], [-0.69597, -3.07804, 3.77926], [-0.73854, -0.51870, 2.66571], [1.08119, 1.52228, -1.52244], [-0.60580, 1.88690, -1.49305], [-1.80679, 2.32547, -0.10124], [-2.26223, 3.64651, -0.08157], [-3.10272, 4.14002, 0.92677], [-3.55021, 3.29987, 1.94898], [-3.24056, 1.93682, 1.84619], [-2.43934, 1.44832, 0.79817], [-0.56636, 3.15894, -2.22657], [-1.24962, 0.72778, -2.11919], [1.61158, 0.01032, -1.81707], [0.52727, -1.45173, -2.09227], [0.65426, -2.61978, -1.31323], [0.25434, -3.85648, -1.83456], [-0.33865, -3.92168, -3.09474], [-0.55126, -2.75544, -3.82990], [-0.12610, -1.52827, -3.32462], [2.25623, 0.01142, -3.11492], [2.35846, -0.48037, -0.65197], [-1.96857, 4.31805, -0.87961], [-3.42703, 5.17876, 0.91487], [-4.12760, 3.68794, 2.79636], [-3.64448, 1.26665, 2.60536], [-2.27674, 0.37568, 0.71703], [1.11306, -2.56723, -0.32948], [0.43824, -4.76759, -1.26836], [-0.64585, -4.87424, -3.50810], [-1.00571, -2.77422, -4.81420], [-0.28158, -0.63153, -3.90928]], "atomic_forces_ev_per_a": [[0.5966, -0.3781, 0.0820], [-0.1349, -0.0243, -0.0841], [0.3433, 0.0861, 0.1474], [-1.4490, 0.0781, -0.8059], [0.6647, -0.1430, 2.2793], [0.4622, -2.0398, -0.4661], [-1.3759, 1.2266, -1.2990], [0.8096, 0.0070, -0.1803], [-0.2809, -0.1399, -0.1089], [0.1764, -0.1435, -0.0707], [0.2141, -0.0243, -0.0677], [-0.2997, 0.1100, 0.8707], [0.4593, -0.4445, 0.1594], [-0.4502, 0.0719, 0.0380], [-0.1635, -0.1905, -0.0564], [0.2036, -0.2764, -0.4028], [0.6936, 0.4376, -0.0049], [-0.1393, -0.0289, -0.3070], [0.6936, 0.2959, -0.0625], [-0.2541, 0.0942, 0.3882], [-0.5833, -0.1261, 0.2107], [0.2187, -0.0065, 0.1732], [-0.3132, -0.1384, -0.0513], [0.1892, 0.1372, 0.0030], [0.0786, -0.1490, 0.0630], [0.2849, -0.0665, 0.0952], [-0.0295, -0.2137, -0.1736], [0.0073, -0.3293, -0.1767], [0.5389, 0.2144, 0.0009], [0.2965, 0.6367, 0.4643], [-0.3105, 0.1825, -0.0348], [0.6148, 1.2312, 1.3609], [-0.4358, -1.2011, 0.3434], [1.3184, -0.1496, -0.5658], [-0.0548, 0.5415, -0.3919], [-2.0676, 0.7047, -1.5538], [-2.4869, -0.3035, 1.5488], [1.1732, -0.1397, -3.6981], [-0.3365, 0.1309, 0.5897], [0.2302, 0.5700, 0.0590], [-0.1100, -0.4910, 0.1271], [0.3817, -0.3240, -0.4925], [-0.1083, 0.3194, -0.3203], [0.4797, -0.1340, 0.0469], [-0.4982, -1.0492, 1.2993], [-0.1994, 1.0030, 1.0148], [-0.7330, -1.2113, -0.2856], [-0.5769, -0.3685, -0.1045], [0.1347, 0.5984, -0.3682], [-0.1623, 0.3946, -0.1325], [0.0214, 0.1847, 0.0813], [0.2175, 0.2979, 0.4592], [0.0779, -0.3055, -0.0375], [0.4275, 0.6024, 0.8255], [0.6167, 0.6063, 0.4249], [0.2456, -0.0885, 0.1450], [0.2092, -0.1550, -0.1158], [0.1491, -0.2059, -0.4392], [0.1617, -0.0943, -0.3354], [0.0596, 0.3210, -0.0355], [0.0692, 0.0269, -0.2422], [-0.1357, 0.1994, -0.0374], [0.0607, -0.0369, 0.0416], [-0.0478, -0.1402, 0.1217], [0.1573, -0.0496, 0.0448]], "nbo_charge": [-0.181, -0.226, -0.126, -0.082, -0.368, 0.269, -0.252, -0.245, -0.412, -0.404, -0.410, -0.237, -0.201, -0.195, 0.224, 0.224, 0.224, 0.246, 0.306, 0.289, 0.218, 0.218, 0.236, 0.230, 0.201, 0.217, 0.233, 0.221, 0.227, 0.259, 0.235, -0.304, 0.896, -0.316, -0.322, 0.069, -1.139, 2.151, -0.152, -0.232, -0.214, -0.211, -0.230, -0.243, -0.946, -0.971, 2.253, -0.286, -0.147, -0.253, -0.204, -0.226, -0.150, -0.931, -1.055, 0.259, 0.216, 0.214, 0.216, 0.238, 0.208, 0.208, 0.209, 0.214, 0.245]}